No. 1
A 2-piece molecular cluster, C2H10N2O overall, computed with ωB97M-V/def2-TZVPD.

Calculated values
LUMO energy in eV: 0.74
Molecular weight in g mol⁻¹: 78.115
Kohn-Sham gap in hartree: 0.356
SMILES: CNCN.O
HOMO in eV: -8.95
DFT total energy in hartree: -266.8978
Energy above the lowest of the compared OMol25 structures with the same formula, charge and spin in eV: 1.264

Positions of all 15 atoms, in Å:
C: 0.09 1.52 0.63
N: 0.43 0.16 0.80
C: 1.65 -0.34 0.14
N: 1.45 -0.73 -1.20
H: -0.92 1.67 1.10
H: 0.77 2.33 1.05
H: 0.15 1.82 -0.37
H: 0.47 -0.14 1.86
H: 2.19 -1.05 0.69
H: 2.35 0.46 0.12
H: 0.68 -1.39 -1.15
H: 1.08 -0.10 -1.86
O: -3.55 -1.77 -0.79
H: -4.03 -1.27 -0.04
H: -2.80 -1.18 -0.99

No. 2
A 3-piece molecular cluster, C2H10N2O2 overall, computed with ωB97M-V/def2-TZVPD.

Calculated values
LUMO energy (alpha / beta) in eV: 3.68 / 3.68
2S+1: 2
Molecular weight in g mol⁻¹: 94.114
Kohn-Sham gap (alpha / beta) in hartree: 0.092 / 0.275
HOMO (alpha / beta) in eV: 1.17 / -3.81
DFT total energy in hartree: -342.0776
Energy above the lowest of the compared OMol25 structures with the same formula, charge and spin in eV: 1.764
Charge: -1

Positions of all 16 atoms, in Å:
C: -1.64 0.20 -0.06
C: -2.88 0.50 0.52
N: -3.86 -0.45 0.93
N: -0.71 1.16 -0.58
H: -1.32 -0.88 -0.10
H: -3.02 1.55 0.64
H: -3.65 -1.42 1.23
H: -4.49 -0.18 1.66
H: -1.02 2.06 -0.52
H: -0.07 1.04 -1.37
H: 6.50 -0.61 -0.96
H: 4.97 -0.21 -0.69
O: 5.89 0.16 -0.78
H: 1.41 -1.48 0.89
H: 0.61 -1.17 -0.19
O: 1.52 -1.14 0.06

No. 3
A 3-piece molecular cluster, C2H10N2O2 overall, computed with ωB97M-V/def2-TZVPD.

Calculated values
LUMO energy in eV: 0.89
Molecular weight in g mol⁻¹: 94.114
Kohn-Sham gap in hartree: 0.376
SMILES: [H]/N=C/NC.O.O
HOMO in eV: -9.35
DFT total energy in hartree: -342.1503
Energy above the lowest of the compared OMol25 structures with the same formula, charge and spin in eV: 1.187

Positions of all 16 atoms, in Å:
H: -2.40 0.33 1.82
N: -1.56 -0.04 1.37
C: -0.46 0.73 1.72
N: 0.80 0.47 1.18
C: 1.40 1.55 0.39
H: -0.61 1.63 2.22
H: 1.07 -0.55 0.95
H: 2.21 1.15 -0.20
H: 1.65 2.36 1.06
H: 0.67 1.98 -0.35
O: -1.41 -1.83 -0.87
H: -0.99 -2.72 -0.72
H: -1.13 -1.32 -0.06
O: 0.62 -1.39 -2.83
H: -0.05 -1.53 -2.20
H: 0.20 -0.85 -3.49

No. 4
A 3-piece molecular cluster, C2H10N2O2 overall, computed with ωB97M-V/def2-TZVPD.

Calculated values
LUMO energy in eV: 0.65
Molecular weight in g mol⁻¹: 94.114
Kohn-Sham gap in hartree: 0.323
SMILES: C/N=C\N.O.O
HOMO in eV: -8.13
DFT total energy in hartree: -342.0919
Energy above the lowest of the compared OMol25 structures with the same formula, charge and spin in eV: 2.775

Positions of all 16 atoms, in Å:
C: -2.80 -1.75 0.28
N: -1.45 -1.34 0.75
C: -0.64 -1.55 1.69
N: 0.08 -2.77 1.79
H: -2.70 -1.41 -0.83
H: -3.03 -2.82 0.14
H: -3.58 -1.27 1.03
H: -0.25 -0.80 2.42
H: 0.81 -2.91 2.52
H: -0.34 -3.55 1.50
O: 3.21 6.01 -2.28
H: 3.01 5.08 -2.12
H: 2.76 6.10 -3.20
O: 1.66 1.43 -1.27
H: 1.23 0.76 -1.81
H: 2.03 0.80 -0.59

No. 5
A 3-piece molecular cluster, C2H10N2O2 overall, computed with ωB97M-V/def2-TZVPD.

Calculated values
LUMO energy in eV: 0.63
Molecular weight in g mol⁻¹: 94.114
Kohn-Sham gap in hartree: 0.318
SMILES: C/N=C\N.O.O
HOMO in eV: -8.01
DFT total energy in hartree: -342.1317
Energy above the lowest of the compared OMol25 structures with the same formula, charge and spin in eV: 1.693

Positions of all 16 atoms, in Å:
C: 1.24 0.72 -1.46
N: 1.68 1.80 -0.54
C: 0.89 2.45 0.21
N: -0.03 1.93 1.10
H: 0.17 0.83 -1.60
H: 1.52 -0.19 -0.93
H: 1.81 0.79 -2.40
H: 0.92 3.54 0.18
H: -0.78 2.55 1.37
H: -0.36 1.02 0.79
O: -0.82 -5.01 -2.58
H: -0.42 -5.16 -3.46
H: -0.63 -4.10 -2.38
O: -1.67 -0.21 3.54
H: -1.15 -0.88 3.97
H: -2.36 -0.07 4.18

No. 6
An isolated ion of composition C2H10N2O2P and charge +1, computed with ωB97M-V/def2-TZVPD.

Calculated values
LUMO energy in eV: -3.32
Molecular weight in g mol⁻¹: 125.088
Kohn-Sham gap in hartree: 0.438
SMILES: CNP(O)(O)=[NH+]C
HOMO in eV: -15.23
DFT total energy in hartree: -683.3181
Energy above the lowest of the compared OMol25 structures with the same formula, charge and spin in eV: 1.803
Charge: +1

Positions of all 17 atoms, in Å:
C: -1.18 -1.75 -0.40
N: 0.22 -1.43 -0.48
P: 0.81 -0.12 0.18
O: 1.70 -0.62 1.42
O: 1.94 0.46 -1.10
N: -0.09 1.09 0.81
C: -0.99 1.99 0.19
H: -1.75 -1.69 -1.35
H: -1.18 -2.85 -0.28
H: -1.51 -1.00 0.43
H: 0.58 -1.47 -1.48
H: 1.88 -1.58 1.37
H: 2.66 0.81 -0.72
H: 0.59 1.49 1.41
H: -1.73 2.50 0.82
H: -0.41 2.84 -0.32
H: -1.53 1.33 -0.51

No. 7
A 3-piece molecular cluster, C2H10N2O3 overall, computed with ωB97M-V/def2-TZVPD.

Calculated values
LUMO energy in eV: 0.71
Molecular weight in g mol⁻¹: 110.113
Kohn-Sham gap in hartree: 0.382
SMILES: NCC(N)=O.O.O
HOMO in eV: -9.70
DFT total energy in hartree: -417.4473
Energy above the lowest of the compared OMol25 structures with the same formula, charge and spin in eV: 0.713

Positions of all 17 atoms, in Å:
N: 0.78 0.13 -1.31
C: 0.21 0.65 -0.07
C: -0.84 -0.38 0.44
N: -0.39 -1.66 0.38
O: -2.01 -0.11 0.59
H: 1.56 0.63 -1.67
H: 0.10 -0.03 -2.03
H: -0.30 1.59 -0.25
H: 0.99 0.80 0.67
H: 0.42 -1.73 -0.23
H: -1.04 -2.41 0.24
O: 2.86 -1.33 1.44
H: 3.51 -1.96 1.10
H: 2.01 -1.62 1.10
O: -2.47 2.55 -0.49
H: -2.66 1.68 -0.10
H: -2.73 3.19 0.19

No. 8
A 2-piece molecular cluster, C2H10N2S overall, computed with ωB97M-V/def2-TZVPD.

Calculated values
LUMO energy in eV: 1.00
Molecular weight in g mol⁻¹: 94.183
Kohn-Sham gap in hartree: 0.367
SMILES: NCN.CS
HOMO in eV: -8.98
DFT total energy in hartree: -589.8359
Energy above the lowest of the compared OMol25 structures with the same formula, charge and spin in eV: 1.387

Positions of all 15 atoms, in Å:
N: -0.02 -1.69 -3.67
C: 1.47 -1.74 -3.36
N: 2.06 -3.06 -3.19
H: -0.55 -2.35 -3.11
H: -0.11 -0.76 -3.27
H: 1.59 -1.06 -2.50
H: 1.95 -1.39 -4.26
H: 1.59 -3.85 -3.60
H: 2.99 -3.03 -3.57
C: -1.54 2.75 5.24
S: -2.50 4.25 5.63
H: -1.76 2.04 6.02
H: -0.46 2.78 5.06
H: -1.89 2.46 4.25
H: -2.81 4.65 4.33